Formula: C27H21F3NPV
Source: OMol25
Level of theory: the ωB97M-V functional and the def2-TZVPD basis

Computed properties:
Energy   -2681.1205 hartree
Energy relative to the best compared isomer or geometry (same formula, charge and spin)   0.0 kcal/mol
Spin multiplicity   4
HOMO level (spin up / spin down)   -0.263 / -0.289 Ha
⟨S²⟩   3.767
Orbital gap (spin up / spin down)   7.37 / 7.83 eV

Each line ends with the Löwdin charge.
Element x y z (Å)
V1 -0.380 0.071 -0.836  0.601
N1 -0.298 -0.336 1.334  0.029
C1 -1.040 -1.425 1.935  -0.293
C2 -1.297 -1.436 3.299  -0.021
C3 -1.999 -2.487 3.867  -0.069
C4 -2.439 -3.537 3.075  -0.072
C5 -2.190 -3.524 1.711  -0.064
C6 -1.501 -2.464 1.126  -0.304
P1 -1.174 -2.337 -0.661  1.079
C7 -1.583 -3.973 -1.328  -0.377
C8 -2.877 -4.324 -1.704  -0.087
C9 -3.137 -5.595 -2.195  -0.076
C10 -2.109 -6.521 -2.307  -0.078
C11 -0.817 -6.174 -1.937  -0.076
C12 -0.552 -4.901 -1.456  -0.090
C13 -2.504 -1.212 -1.221  -0.441
C14 -2.389 -0.723 -2.535  -0.135
C15 -3.234 0.275 -2.995  -0.064
C16 -4.191 0.816 -2.149  -0.066
C17 -4.309 0.349 -0.848  -0.061
C18 -3.471 -0.654 -0.381  -0.072
H1 -0.517 0.545 1.792  0.113
H2 0.703 -0.493 1.450  0.104
H3 -0.936 -0.620 3.914  0.118
H4 -2.193 -2.489 4.931  0.108
H5 -2.979 -4.364 3.515  0.107
H6 -2.540 -4.340 1.092  0.105
H7 -3.682 -3.603 -1.618  0.109
H8 -4.143 -5.861 -2.490  0.106
H9 -2.313 -7.512 -2.690  0.105
H10 -0.012 -6.890 -2.033  0.106
H11 0.460 -4.624 -1.185  0.109
H12 -1.635 -1.142 -3.197  0.116
H13 -3.123 0.650 -4.003  0.115
H14 -4.828 1.618 -2.496  0.112
H15 -5.046 0.780 -0.184  0.110
H16 -3.562 -1.003 0.640  0.110
C19 -0.961 2.085 -0.883  -0.082
C20 -1.527 3.135 -1.141  -0.159
C21 -2.212 4.351 -1.458  -0.272
C22 -1.680 5.251 -2.387  -0.041
C23 -2.360 6.414 -2.708  -0.092
C24 -3.579 6.704 -2.109  -0.104
C25 -4.113 5.820 -1.183  -0.097
C26 -3.439 4.654 -0.860  -0.053
H17 -0.729 5.024 -2.851  0.114
H18 -1.934 7.100 -3.429  0.100
H19 -4.106 7.615 -2.361  0.097
H20 -5.061 6.040 -0.707  0.098
H21 -3.852 3.964 -0.135  0.106
F1 2.329 -1.004 -0.142  -0.046
C27 1.799 0.078 -0.855  -0.580
F2 2.448 1.151 -0.308  0.004
F3 2.347 -0.055 -2.109  -0.006

Atomic forces in eV per Å
V 0.540 0.309 0.020
N -0.047 0.030 -0.074
C -0.009 -0.018 0.072
C 0.007 0.019 -0.034
C -0.001 0.003 0.009
C -0.010 -0.017 0.002
C 0.012 0.024 -0.012
C -0.007 -0.063 0.029
P -0.012 0.020 -0.019
C 0.000 0.039 -0.019
C -0.014 -0.007 0.000
C -0.017 0.006 -0.003
C 0.010 0.008 0.007
C 0.001 -0.016 -0.004
C 0.019 -0.002 0.004
C -0.087 -0.011 0.001
C -0.027 -0.024 0.064
C 0.001 -0.009 -0.020
C -0.002 -0.007 0.015
C 0.005 -0.003 -0.004
C -0.007 -0.004 -0.025
H 0.012 0.000 -0.008
H 0.005 -0.008 -0.044
H -0.003 0.001 0.008
H -0.002 0.002 0.004
H 0.000 0.001 0.008
H 0.005 0.001 -0.005
H 0.007 0.009 0.002
H -0.002 -0.009 -0.003
H -0.002 -0.002 -0.003
H 0.001 -0.007 -0.002
H -0.001 0.010 0.003
H -0.016 0.004 -0.013
H -0.003 0.004 0.000
H 0.001 0.005 -0.001
H -0.002 0.002 0.002
H -0.006 0.009 0.002
C -0.041 -0.314 -0.051
C 0.027 -0.043 0.082
C -0.015 0.064 -0.031
C -0.023 0.000 0.016
C 0.007 0.006 -0.009
C -0.001 0.013 -0.006
C -0.011 -0.008 0.011
C -0.001 0.014 -0.010
H 0.002 -0.007 0.005
H -0.004 0.006 -0.002
H 0.000 0.002 0.000
H -0.003 0.005 -0.001
H 0.008 -0.008 0.000
F 0.035 -0.080 0.055
C -0.451 0.069 -0.005
F 0.026 0.008 -0.012
F 0.092 -0.027 -0.001

Formula: C5H14N2O
Source: OMol25
Level of theory: the ωB97M-V functional and the def2-TZVPD basis

Computed properties:
Energy   -383.6014 hartree
Energy relative to the best compared isomer or geometry (same formula, charge and spin)   62.3 kcal/mol
Spin multiplicity   1
HOMO level   -0.319 Ha
Structure (SMILES)   C[C@@H](CCO)NCN
Orbital gap   9.66 eV

Each line ends with the Löwdin charge.
Element x y z (Å)
C1 -0.881 1.714 0.547  -0.082
C2 -0.942 0.223 0.339  -0.378
C3 -1.117 -0.238 -1.147  -0.123
C4 -1.059 -1.762 -1.413  -0.273
O1 0.209 -2.345 -1.327  -0.070
N1 0.296 -0.420 0.892  -0.031
C5 1.580 0.176 0.504  -0.341
N2 2.191 0.656 1.724  0.005
H1 -0.683 2.132 1.536  0.076
H2 -0.184 2.204 -0.158  0.082
H3 -1.848 2.227 0.533  0.076
H4 -1.671 -0.204 1.015  0.130
H5 -2.016 0.290 -1.476  0.116
H6 -0.177 0.075 -1.663  0.117
H7 -1.436 -1.977 -2.420  0.112
H8 -1.778 -2.239 -0.732  0.119
H9 0.925 -1.709 -1.315  0.065
H10 0.233 -1.406 0.695  0.085
H11 2.331 -0.481 0.063  0.102
H12 1.442 0.871 -0.344  0.095
H13 2.979 1.284 1.652  0.061
H14 1.606 0.931 2.494  0.057

Atomic forces in eV per Å
C -0.460 1.618 -0.236
C 1.760 -1.386 0.403
C 1.219 0.378 0.832
C -1.694 0.868 -0.129
O 0.385 -0.727 0.431
N 0.164 0.518 -0.366
C -0.375 -0.139 0.282
N 0.909 0.493 0.287
H 1.044 -1.051 0.397
H -0.502 -0.110 0.281
H -0.354 -0.418 -1.244
H -0.832 -0.075 -0.260
H 0.144 -0.409 -0.777
H -0.906 0.717 -0.031
H -0.105 0.279 0.029
H 0.444 -0.346 0.115
H -0.108 0.342 -0.066
H 0.320 -0.112 0.121
H -0.278 -0.910 0.025
H -0.171 0.599 0.618
H -0.070 -0.068 -0.304
H -0.534 -0.062 -0.407

Formula: C15H24AsBr2N4O2SV
Source: OMol25
Level of theory: the ωB97M-V functional and the def2-TZVPD basis

Computed properties:
Energy   -9680.5949 hartree
Energy relative to the best compared isomer or geometry (same formula, charge and spin)   6.2 kcal/mol
Spin multiplicity   2
HOMO level (spin up / spin down)   -0.614 / -0.616 Ha
⟨S²⟩   0.857
Total charge   +3
Orbital gap (spin up / spin down)   5.62 / 6.81 eV

Each line ends with the Löwdin charge.
Element x y z (Å)
V1 1.006 0.370 0.273  0.767
Br1 -2.218 -3.292 0.588  0.920
C1 -1.664 -2.169 1.963  -0.580
C2 -2.203 -2.308 3.264  -0.112
C3 -1.818 -1.483 4.292  -0.585
Br2 -2.572 -1.713 5.982  0.952
C4 -0.850 -0.445 4.082  -0.147
C5 -0.391 0.470 5.044  0.050
C6 0.532 1.423 4.672  0.019
C7 0.998 1.459 3.358  -0.074
N1 0.610 0.602 2.417  0.015
C8 -0.315 -0.324 2.791  -0.153
C9 -0.736 -1.180 1.765  -0.305
O1 -0.113 -0.909 0.582  -0.212
H1 -2.935 -3.085 3.439  0.119
H2 -0.766 0.428 6.058  0.113
H3 0.900 2.151 5.380  0.136
H4 1.696 2.239 3.085  0.115
N2 2.561 1.724 0.660  -0.043
N3 3.085 0.396 0.768  0.010
H5 2.887 2.184 -0.189  0.144
H6 2.772 2.313 1.461  0.124
H7 3.326 0.180 1.733  0.141
H8 3.890 0.238 0.164  0.148
C10 -3.189 3.135 -1.489  -0.214
As1 -1.767 1.889 -1.790  0.856
C11 -0.893 2.287 -3.449  -0.206
C12 -2.454 0.099 -1.811  -0.219
S1 -0.435 2.179 -0.084  0.370
H9 -3.877 3.073 -2.333  0.067
H10 -2.776 4.141 -1.422  0.061
H11 -3.702 2.876 -0.565  0.059
H12 -1.534 1.961 -4.268  0.065
H13 0.062 1.772 -3.488  0.024
H14 -0.732 3.362 -3.514  0.063
H15 -3.101 -0.016 -2.681  0.066
H16 -3.030 -0.070 -0.902  0.054
H17 -1.634 -0.616 -1.861  0.025
C13 2.163 -2.513 -4.088  0.031
N4 1.798 -1.925 -2.785  -0.124
C14 1.387 -2.877 -1.753  0.027
C15 1.811 -0.641 -2.620  -0.198
O2 1.467 -0.009 -1.561  -0.181
H18 2.982 -3.212 -3.935  0.115
H19 2.470 -1.728 -4.772  0.105
H20 1.298 -3.040 -4.486  0.117
H21 2.038 -3.745 -1.813  0.118
H22 0.356 -3.184 -1.931  0.110
H23 1.466 -2.427 -0.769  0.076
H24 2.149 -0.041 -3.465  0.168

Atomic forces in eV per Å
V -0.101 0.720 -0.086
Br 0.035 0.017 -0.046
C -0.067 0.109 0.420
C 0.015 -0.033 -0.127
C 0.018 0.037 -0.001
Br 0.012 -0.012 -0.043
C 0.025 0.012 -0.034
C -0.023 -0.033 -0.024
C 0.022 -0.003 -0.084
C -0.015 0.090 0.133
N 0.057 -0.015 -0.093
C -0.252 -0.223 0.155
C 0.287 0.039 -0.585
O -0.165 -0.492 0.303
H -0.010 0.000 0.029
H 0.005 0.004 0.012
H 0.001 0.005 0.004
H 0.005 0.011 0.000
N 0.063 -0.003 -0.138
N -0.058 -0.118 0.036
H 0.039 0.030 0.053
H 0.000 0.025 -0.051
H 0.055 -0.022 -0.052
H -0.026 -0.050 0.037
C -0.020 -0.024 -0.060
As -0.015 -0.053 0.117
C 0.006 0.030 0.024
C 0.006 -0.020 -0.024
S 0.087 0.000 -0.071
H -0.001 0.011 0.020
H 0.012 -0.025 -0.001
H 0.014 -0.001 -0.011
H -0.004 0.009 0.004
H 0.003 -0.026 -0.013
H -0.005 -0.014 0.021
H 0.001 0.010 0.016
H 0.009 0.027 -0.005
H -0.007 0.040 -0.009
C -0.002 0.058 0.073
N -0.022 0.122 -0.067
C -0.027 0.044 0.052
C 0.116 0.066 -0.069
O -0.092 -0.161 0.282
H 0.001 -0.007 -0.041
H -0.005 -0.027 -0.043
H 0.031 -0.015 -0.030
H -0.025 -0.015 0.015
H 0.012 -0.036 0.013
H -0.006 -0.022 0.003
H 0.011 -0.064 -0.014

Formula: C4H12
Source: OMol25
Level of theory: the ωB97M-V functional and the def2-TZVPD basis

Computed properties:
Energy   -159.1097 hartree
Energy relative to the best compared isomer or geometry (same formula, charge and spin)   37.7 kcal/mol
Spin multiplicity   2
HOMO level (spin up / spin down)   -0.598 / -0.550 Ha
⟨S²⟩   0.753
Total charge   +1
Orbital gap (spin up / spin down)   13.29 / 3.28 eV

Each line ends with the Löwdin charge.
Element x y z (Å)
C1 -0.116 -1.247 -1.949  -0.099
C2 -1.175 -0.263 -2.374  -0.107
H1 0.890 -1.163 -2.292  0.086
H2 0.002 -1.080 -0.934  0.037
H3 -0.390 -2.379 -2.286  0.157
H4 -1.888 -0.650 -3.156  0.111
H5 -0.826 0.709 -2.688  0.082
H6 -1.848 -0.205 -1.481  0.114
C3 0.544 1.325 2.666  -0.053
C4 0.785 0.200 1.695  -0.093
H7 -0.247 1.282 3.459  0.110
H8 1.504 1.505 3.293  0.176
H9 0.468 2.314 1.925  0.173
H10 1.153 -0.728 1.986  0.088
H11 1.331 0.463 0.784  0.098
H12 -0.188 -0.084 1.352  0.118

Atomic forces in eV per Å
C -2.296 -3.095 -3.978
C -0.747 -1.291 -0.510
H 1.197 0.583 -0.546
H 0.528 0.053 3.145
H 0.459 2.687 1.386
H 0.751 0.107 0.641
H 0.193 0.452 0.433
H -0.123 0.607 -0.431
C -0.070 1.904 -2.254
C 1.083 2.661 -0.083
H 0.552 -0.306 -0.860
H -0.347 0.053 -0.615
H 0.204 -1.977 2.485
H 0.563 -2.095 1.149
H 0.138 0.420 0.480
H -2.084 -0.762 -0.441

Q: What is the energy in the fourth record?
A: -159.1097 hartree

Q: Among the records above, which one has the highest energy relative to the best compared isomer or geometry (same formula, charge and spin)?
A: C5H14N2O

Q: The highest energy belongs to which entry?
A: C4H12